[1]
{
  "formula": "C24H30N2O4S",
  "method": "wB97M-V/def2-TZVPD",
  "orbital_gap_ev": 8.09,
  "homo_energy_ha": -0.304,
  "species": ["C", "C", "N", "C", "H", "C", "H", "C", "C", "C", "C", "C", "H", "H", "C", "H", "C", "H", "H", "C", "O", "H", "S", "C", "H", "H", "C", "H", "H", "H", "H", "H", "H", "O", "H", "H", "H", "H", "H", "C", "H", "C", "O", "H", "C", "C", "N", "C", "H", "C", "H", "C", "H", "C", "O", "H", "H", "H", "H", "C", "C"],
  "xyz": [[0.576928, 0.782065, -3.934454], [-0.061333, 1.242379, 0.276443], [-0.072285, -0.503095, 1.804071], [0.559411, 1.776530, -4.883200], [1.385082, -0.920645, 5.436110], [-0.258464, 5.968891, -4.670504], [1.496681, -5.931915, 5.595961], [-0.208207, -1.155070, 0.517523], [-1.474736, -1.949814, 0.436089], [-0.203288, -0.002101, -0.458660], [-0.941226, 5.597295, -7.068431], [-0.056879, -1.247732, 3.034871], [-1.817572, 3.763653, -3.501038], [2.094255, -1.419380, 3.061595], [1.226382, -2.080763, 3.197894], [-1.419666, 4.903993, -7.755210], [-3.714757, -2.513761, 0.363656], [-0.924736, -1.912633, 3.080310], [-2.995384, -0.433688, 0.438895], [-3.153218, -3.748774, 0.347985], [0.006612, 2.378146, -0.141436], [-0.158455, -1.493118, -3.212354], [-1.437328, -3.678350, 0.398087], [-0.934859, 5.018728, -5.657402], [-0.131301, -0.515126, 3.840914], [1.976021, -4.539607, 6.561554], [1.663340, -4.122378, 4.451184], [2.741254, -4.215722, 4.232390], [-1.767784, 2.006313, -1.834740], [3.759586, -2.812726, 5.828720], [-0.819504, 6.897034, -4.606410], [0.302763, -4.697123, 6.015245], [1.424462, -2.319440, 6.503714], [-0.223348, 3.786475, -5.742062], [0.641845, -1.827900, 0.333874], [0.751269, 6.188636, -5.009018], [1.118316, -4.605515, 3.634749], [3.623345, -1.136361, 6.356519], [1.269584, -0.041732, -4.047986], [-1.133099, 2.941903, -3.635619], [1.256116, -2.836673, 2.409256], [-0.290115, 2.880546, -4.745620], [0.135586, 1.582739, 2.703919], [-4.775539, -2.340192, 0.338167], [-2.752453, -1.481212, 0.416323], [-0.241048, 0.861368, -2.803066], [1.219579, -2.739640, 4.489187], [1.340971, -4.865814, 5.742689], [-1.480360, 6.539958, -7.081414], [-0.201652, -0.202027, -1.800641], [1.204515, 1.733236, -5.746354], [0.020838, 0.844922, 1.750274], [0.079609, 5.764734, -7.401121], [-1.103284, 1.947183, -2.680401], [-0.140222, -1.478109, -2.245383], [-1.971173, 4.824637, -5.345885], [3.717609, -1.509927, 4.637172], [-0.198501, 5.524770, -3.679769], [-3.639611, -4.702993, 0.309642], [3.320163, -1.846794, 5.592098], [1.789265, -1.928279, 5.551092]],
  "forces_ev_per_angstrom": [[-0.1, 0.1, 0.2], [0.0, 0.5, -0.7], [0.1, 0.0, -0.2], [-0.1, 0.2, -0.1], [0.0, 0.0, 0.1], [-0.1, -0.4, -0.1], [0.0, -0.1, 0.1], [0.0, -0.1, -0.3], [-0.1, -0.5, 0.0], [0.1, -0.5, -0.4], [0.0, -0.3, 0.3], [0.2, -0.1, 0.3], [0.0, 0.1, 0.0], [0.0, -0.1, -0.1], [-0.3, 0.2, 0.0], [-0.1, 0.0, -0.1], [-0.1, -0.1, 0.0], [0.0, 0.0, 0.0], [0.0, 0.2, 0.0], [0.3, -0.2, 0.0], [0.0, -0.2, 0.5], [-0.1, 0.1, 0.1], [-0.4, 0.5, 0.0], [-0.2, 0.6, 0.0], [0.0, -0.1, -0.1], [0.1, 0.0, 0.1], [-0.1, -0.1, 0.1], [-0.1, 0.0, 0.0], [0.0, 0.0, 0.1], [0.1, -0.1, 0.0], [-0.1, 0.1, 0.0], [-0.1, 0.0, 0.1], [0.0, 0.1, 0.0], [0.1, -0.1, -0.1], [-0.1, 0.1, 0.0], [0.1, 0.0, 0.0], [0.1, 0.0, 0.0], [0.1, 0.1, 0.1], [0.1, -0.1, 0.0], [-0.1, 0.3, -0.2], [0.1, 0.0, 0.0], [0.1, -0.4, 0.2], [0.0, 0.2, -0.1], [-0.2, 0.0, 0.0], [0.3, 0.0, 0.0], [-0.1, 0.0, -0.3], [-0.1, -0.1, -0.2], [0.1, 0.1, -0.3], [0.0, 0.1, 0.0], [0.0, 0.2, 0.5], [0.1, 0.0, -0.1], [0.1, 0.2, 0.6], [0.1, 0.1, 0.0], [0.1, -0.3, -0.1], [0.1, 0.1, 0.1], [0.2, 0.0, 0.0], [0.1, 0.0, -0.1], [0.0, 0.0, 0.1], [-0.2, -0.2, 0.0], [-0.3, -0.1, -0.1], [0.1, 0.0, 0.1]]
}


[2]
{
  "formula": "C24H30N2O7S",
  "method": "wB97M-V/def2-TZVPD",
  "orbital_gap_ev": 9.04,
  "homo_energy_ha": -0.319,
  "species": ["C", "C", "H", "N", "C", "S", "O", "H", "C", "C", "C", "C", "H", "H", "C", "H", "H", "C", "H", "H", "O", "C", "H", "O", "H", "C", "H", "C", "C", "H", "O", "C", "H", "O", "C", "H", "H", "H", "O", "C", "H", "H", "H", "N", "C", "H", "H", "C", "C", "C", "H", "H", "C", "H", "H", "C", "C", "H", "H", "O", "C", "H", "H", "H"],
  "xyz": [[3.458633, -4.305347, 0.736303], [0.172804, 0.880251, -0.871643], [4.267690, -4.878528, 1.165186], [2.691534, -0.852498, -0.394549], [4.987868, -2.313036, 0.728967], [3.373987, 4.264131, -1.469141], [-1.008853, -3.977183, -0.797943], [5.324008, -1.767064, -0.151763], [-3.416458, -0.220744, -0.659850], [-5.902052, 1.374093, 1.359526], [-4.038632, 0.893526, -0.076368], [2.254366, -4.925018, 0.469786], [-5.548779, -2.631600, -1.242066], [-2.478592, 4.157670, 1.747696], [2.888199, 0.133723, 0.508330], [5.200252, 5.315281, -0.308992], [-2.649351, -5.107818, -0.240704], [-2.302670, -4.490685, -1.072466], [-6.011660, -0.910396, -1.285398], [2.689565, 1.600927, -1.089946], [-4.003729, -1.388803, -1.028281], [-0.085600, -4.855165, -0.375171], [-3.971044, 5.019043, 1.303969], [3.326826, -0.000999, 1.630749], [-1.308775, 2.917901, 0.182660], [2.410147, 1.499471, -0.034763], [-6.064679, 2.451632, 1.302839], [-1.894307, 2.036587, -0.021491], [3.667033, -2.955978, 0.463100], [0.611444, -2.281718, -0.844241], [-5.394070, 0.858455, 0.144299], [2.657605, 4.006886, 0.189610], [5.633279, 4.768517, -1.944929], [0.637847, 0.298633, -1.841099], [1.405331, -2.853731, -0.389834], [-5.604074, -1.688074, 0.265926], [3.014199, 4.813235, 0.830833], [-2.282524, -5.101348, -1.977927], [-3.937877, 3.120190, 0.694681], [-1.284256, 0.921604, -0.589341], [-5.235987, 1.153048, 2.197189], [2.137413, -0.582131, -1.211241], [-2.944622, -3.623100, -1.208531], [0.955847, 1.514519, 0.032546], [2.608347, -2.231063, -0.090993], [1.583213, 4.114521, 0.044324], [0.549847, 1.809243, 0.906820], [-5.372989, -1.649828, -0.801156], [-3.225778, 4.303147, 0.960448], [1.213537, -4.198214, -0.103619], [-6.856949, 0.869806, 1.512611], [2.610221, 2.587578, 1.804825], [5.117566, 4.504857, -1.027801], [2.101149, -5.969780, 0.691802], [4.072726, 2.512210, 0.837816], [2.991575, 2.646524, 0.782067], [-2.047125, -0.180444, -0.923703], [-1.590069, -1.043475, -1.379584], [-2.740651, 4.692803, 0.060288], [-0.310518, -6.031256, -0.220821], [-3.260794, 2.038075, 0.205422], [4.891848, -1.593628, 1.541666], [5.734017, -3.055933, 0.997078], [5.533516, 3.586527, -0.624011]],
  "forces_ev_per_angstrom": [[-0.1, 0.0, 0.0], [0.0, 0.2, 0.2], [0.1, 0.0, 0.0], [0.0, -0.2, -0.5], [0.0, 0.1, 0.1], [0.0, 0.1, 0.1], [0.2, 0.3, 0.0], [0.1, 0.1, 0.0], [0.1, 0.2, 0.1], [-0.3, 0.1, 0.3], [-0.2, -0.1, 0.1], [-0.3, 0.0, -0.1], [0.0, 0.1, 0.0], [0.0, 0.0, 0.0], [0.0, 0.5, -0.2], [0.1, 0.1, 0.0], [0.0, 0.1, -0.1], [-0.3, -0.3, 0.0], [0.0, -0.1, 0.0], [0.0, 0.0, 0.2], [0.3, 0.2, 0.0], [-0.1, -0.3, 0.0], [0.1, 0.0, 0.0], [0.0, 0.0, 0.2], [0.0, 0.1, 0.0], [0.3, -0.1, 0.1], [0.0, -0.2, 0.0], [0.0, 0.1, 0.1], [-0.1, 0.1, -0.1], [-0.1, 0.1, 0.0], [0.5, 0.2, -0.4], [0.3, 0.0, -0.4], [0.1, 0.0, 0.0], [-0.1, -0.1, -0.3], [0.1, -0.2, 0.1], [0.0, 0.0, -0.1], [-0.1, 0.0, 0.1], [0.0, 0.0, 0.1], [-0.1, -0.5, -0.2], [-0.5, -0.2, -0.1], [0.0, 0.0, 0.0], [0.2, 0.1, 0.2], [0.0, -0.1, 0.0], [0.1, 0.2, 0.2], [0.0, -0.4, 0.3], [0.0, 0.1, 0.1], [-0.1, -0.1, 0.0], [-0.5, -0.2, 0.0], [0.1, 0.2, 0.1], [0.3, 0.2, 0.0], [0.1, 0.0, 0.1], [0.1, -0.1, 0.1], [-0.5, -0.2, 0.0], [0.0, -0.1, 0.0], [0.0, 0.0, 0.1], [-0.2, -0.1, -0.2], [0.1, 0.2, 0.1], [0.1, -0.1, -0.1], [0.0, 0.0, 0.0], [0.0, 0.1, 0.0], [0.0, 0.0, 0.1], [0.1, 0.0, 0.0], [0.1, -0.1, 0.0], [0.2, 0.0, 0.0]]
}


[3]
{
  "formula": "C24H30N6O3",
  "method": "wB97M-V/def2-TZVPD",
  "orbital_gap_ev": 9.08,
  "homo_energy_ha": -0.308,
  "species": ["H", "H", "C", "C", "C", "H", "N", "H", "C", "N", "C", "H", "C", "H", "C", "H", "C", "H", "H", "C", "H", "N", "C", "H", "H", "C", "H", "N", "C", "C", "H", "H", "O", "H", "C", "H", "N", "C", "H", "H", "O", "O", "H", "C", "H", "H", "C", "H", "C", "H", "C", "H", "C", "H", "H", "C", "N", "H", "C", "H", "C", "C", "H"],
  "xyz": [[-1.070986, -3.118495, -1.967680], [-1.981281, 2.257075, 4.405824], [0.136445, 0.629376, -1.425759], [-2.549482, -0.901853, -1.968394], [2.811262, 0.689111, 1.489902], [3.017540, 0.090295, -0.605884], [1.528088, 0.577854, 2.150402], [0.703705, -0.231354, -1.716476], [-1.942615, 1.966493, 1.177656], [-3.312934, 0.210740, -2.030777], [4.238449, -1.152778, 0.712542], [-4.228222, 0.181757, 1.580217], [-0.148369, 1.794535, -2.060868], [5.360283, -1.258159, 2.589761], [-0.574954, 1.260222, 3.116073], [5.101623, -0.683263, 0.238757], [-3.440077, -0.538379, 1.346471], [1.255679, -0.337149, 2.475993], [0.092718, -4.121702, -3.904537], [0.705368, 1.620836, 2.342484], [-3.010096, 1.981754, 0.933992], [-3.209488, -0.480522, -0.060674], [-0.484325, -3.216218, -4.029100], [-1.407633, 3.493961, -1.346061], [-0.454442, -4.103023, -6.820362], [-1.961179, -0.896329, -4.354357], [0.184101, 2.095702, -3.032399], [-1.659714, 0.966426, 2.183226], [0.125138, -3.252445, -6.460135], [-0.563899, -2.625873, -5.287090], [-3.769067, -1.548876, 1.607391], [3.654369, -1.704027, 2.717611], [0.933681, 2.749165, 1.956597], [-1.376786, -0.991248, -6.403203], [-0.981071, 2.527353, -1.179791], [-0.418349, 0.340264, 3.687975], [-2.485579, -1.354572, -0.718128], [-0.947636, 2.391368, 4.080552], [-0.083661, 1.447969, 5.825331], [0.229600, -2.542437, -7.276663], [-0.461016, 0.589916, -0.218890], [-1.810299, -1.136139, 2.978569], [1.011240, 2.540591, 4.968332], [4.359102, -1.029584, 2.228356], [2.098812, -1.031701, 0.395437], [2.848513, 1.708584, 1.098969], [3.964691, 0.423315, 2.476879], [-0.284794, 3.195475, 5.968392], [-1.308548, -1.460712, -5.432209], [-1.677235, 2.945039, 1.584518], [2.965457, -0.369239, 0.379240], [1.111181, -3.617296, -6.179444], [-1.131628, -2.662458, -2.944044], [-0.859398, 3.350157, 3.566880], [3.659526, 0.613538, 3.504939], [-0.017663, 2.391468, 5.287545], [-3.712567, 0.452772, -0.836017], [4.803221, 1.078992, 2.242363], [-1.878239, -1.496782, -3.101261], [4.184729, -2.187007, 0.376556], [-2.200696, -0.268277, 2.222101], [-1.142553, 1.746820, -0.075852], [-2.538042, 0.008972, -4.461779]],
  "forces_ev_per_angstrom": [[0.0, -0.1, 0.1], [0.0, 0.0, -0.1], [0.2, 0.4, -0.7], [-0.3, 0.1, 1.0], [0.0, 0.3, 0.0], [-0.1, 0.0, 0.0], [0.2, -0.3, 0.0], [0.1, -0.2, 0.0], [0.0, 0.0, -0.3], [0.1, 0.0, -0.6], [-0.1, -0.1, 0.0], [0.1, -0.1, -0.1], [0.2, -0.4, 0.1], [0.0, -0.1, 0.1], [0.0, 0.2, 0.3], [0.1, 0.0, 0.0], [-0.1, -0.2, 0.8], [-0.2, 0.1, 0.0], [0.1, -0.1, 0.0], [-0.2, -0.5, 0.4], [0.2, 0.0, 0.1], [0.0, 0.0, -0.8], [0.0, 0.0, -0.1], [-0.1, 0.2, 0.0], [0.0, -0.1, -0.1], [0.0, -0.1, 0.3], [0.1, 0.0, -0.2], [0.2, 0.3, 0.2], [0.0, 0.0, 0.0], [0.0, 0.0, 0.0], [0.1, 0.3, 0.0], [0.0, -0.1, 0.1], [0.0, 0.4, -0.1], [0.0, 0.0, -0.1], [-0.1, -0.3, 0.6], [0.0, 0.2, -0.1], [0.3, -0.4, -0.3], [0.2, -0.1, 0.0], [0.0, -0.1, 0.1], [0.0, 0.0, -0.1], [-0.1, -0.1, 0.4], [-0.1, -0.3, 0.1], [0.2, 0.0, 0.0], [0.2, 0.1, -0.1], [-0.1, 0.0, -0.1], [0.0, -0.2, 0.0], [0.0, -0.1, 0.0], [0.1, 0.1, 0.1], [0.1, -0.1, 0.0], [-0.1, -0.1, 0.0], [0.1, 0.0, -0.1], [0.1, 0.0, 0.0], [-0.1, 0.2, 0.0], [-0.1, 0.0, 0.0], [0.0, 0.1, 0.0], [-0.1, 0.1, -0.2], [-0.6, 0.5, 0.5], [0.1, 0.0, 0.0], [0.3, -0.3, -0.5], [0.1, 0.0, -0.1], [-0.3, -0.1, -0.2], [-0.2, 0.9, -0.4], [0.0, 0.1, 0.0]]
}


[4]
{
  "formula": "C24H30NO5RuS",
  "method": "wB97M-V/def2-TZVPD",
  "charge": -2,
  "orbital_gap_ev": [2.34, 4.20],
  "multiplicity": 6,
  "homo_energy_ha": [0.057, -0.012],
  "species": ["H", "N", "H", "H", "C", "O", "H", "H", "H", "C", "C", "C", "H", "C", "H", "H", "H", "H", "C", "H", "C", "C", "C", "O", "H", "C", "C", "H", "H", "H", "Ru", "O", "C", "H", "C", "O", "S", "H", "H", "C", "H", "O", "H", "H", "C", "H", "H", "C", "C", "H", "H", "C", "C", "H", "H", "H", "C", "C", "C", "C", "C", "H"],
  "xyz": [[3.895517, -0.218760, -3.874444], [-2.357772, -0.228426, -0.590650], [6.339246, -0.577517, -2.467660], [-2.324216, -2.269202, 1.071765], [-0.609698, 2.347110, 0.935248], [7.986711, -1.542699, -1.124464], [5.817083, -1.265366, 1.385977], [2.880295, 0.417321, 1.040030], [8.562928, 1.413943, 1.793828], [5.329194, -0.501073, 0.763988], [0.657573, 2.194821, -1.011261], [6.293279, -0.038279, -0.360843], [1.976982, -3.081756, -2.722199], [-0.093035, -2.311658, 1.216861], [2.385868, -1.153352, -4.016565], [-0.902734, 2.554638, 1.959348], [8.910508, -0.124959, 2.623451], [8.223651, 3.465792, -0.160814], [-1.517547, 2.227918, -0.189375], [0.564956, 0.639199, 2.686295], [4.617847, -1.465014, -1.395908], [-1.294095, -0.470441, 1.978605], [4.108941, -1.090230, 0.052929], [1.811384, -0.477117, -0.463335], [-1.093216, 1.911360, -2.386534], [6.656343, 1.430300, -0.333747], [5.594792, -0.318574, -1.708665], [0.161889, -3.299056, 0.834033], [-2.099858, 0.089918, 2.449239], [3.539342, -3.671684, -3.316323], [-0.631626, 0.357989, 0.249910], [7.702330, 1.695489, -1.135005], [8.266081, 0.360853, 1.885604], [1.635423, 2.452221, 0.998898], [7.671317, -0.708611, -0.295993], [6.090980, 2.287878, 0.327673], [-5.133602, -0.352790, -0.374343], [5.036231, 0.576113, -2.021421], [8.957282, 3.125045, -1.774169], [-1.394740, -1.771416, 1.335528], [-2.592678, 2.340520, -0.131716], [8.570032, -0.334015, 0.646506], [1.498621, 2.166251, -1.699520], [3.353518, 0.884945, -0.567263], [0.840059, -1.379788, 1.696974], [5.213733, -2.386341, -1.271617], [1.891879, -1.576898, 1.866404], [2.988803, -0.001305, 0.006186], [3.052490, -3.113203, -2.496386], [3.722098, -1.988961, 0.561149], [7.238450, 3.659711, -1.634584], [0.732231, 2.317821, 0.404214], [-0.710947, 2.070135, -1.381108], [2.539928, 0.070246, -2.754316], [7.216272, 0.278710, 2.209496], [5.076200, 0.365587, 1.387120], [-3.561598, -0.247648, -0.457103], [3.583335, -1.749015, -2.393856], [8.049473, 3.080600, -1.173708], [3.092424, -0.710683, -3.302139], [0.137884, -0.201233, 2.145057], [3.204639, -3.680138, -1.568571]],
  "forces_ev_per_angstrom": [[-0.1, 0.0, 0.0], [-6.3, -0.9, -1.1], [-0.2, 0.1, 0.1], [0.3, 0.2, -0.1], [0.0, 1.9, -0.8], [0.4, 0.8, 1.3], [0.0, 0.2, 0.0], [0.3, -0.2, 0.1], [-0.2, -0.2, 0.0], [0.4, -0.2, -0.2], [-0.7, 0.2, 0.0], [1.1, 0.6, 0.2], [0.2, -0.1, 0.2], [-0.2, -0.3, 0.3], [0.1, 0.2, 0.0], [0.1, -0.1, -0.1], [-0.2, 0.1, 0.0], [0.0, -0.1, -0.3], [0.8, 1.7, -0.1], [0.0, -0.3, 0.0], [0.5, 0.1, 1.1], [0.4, -1.4, 1.3], [-0.4, 0.6, -0.3], [0.4, 0.0, -0.6], [0.1, 0.1, 0.3], [-1.5, 1.0, 1.3], [-0.1, -0.2, 0.0], [-0.1, 0.3, -0.1], [0.1, -0.1, -0.2], [0.0, -0.1, 0.0], [2.5, -1.3, -1.4], [-0.1, 0.4, 0.0], [0.0, -0.2, -0.4], [-0.2, -0.3, -0.2], [-0.5, -1.3, -1.3], [0.9, -0.8, -0.9], [-2.7, -0.1, 0.3], [0.1, -0.2, 0.1], [-0.1, 0.1, 0.0], [0.3, -0.5, 1.6], [0.2, -0.3, -0.1], [-0.1, -0.2, 0.5], [-0.2, -0.2, 0.3], [0.4, 0.1, -0.1], [-0.4, 0.0, 1.2], [0.1, 0.1, 0.0], [-0.1, 0.2, -0.4], [-1.3, -0.6, 0.0], [-0.4, -0.4, 0.0], [0.0, 0.4, -0.1], [0.2, -0.1, 0.1], [-0.2, 1.2, 0.0], [0.3, 1.4, -0.2], [0.0, -0.1, 0.0], [0.4, 0.1, -0.4], [-0.1, -0.2, 0.0], [6.3, -0.1, -1.1], [0.2, 0.2, 0.0], [0.0, 0.1, -0.1], [-0.5, 0.5, -0.5], [0.0, -1.5, 1.3], [-0.1, 0.1, -0.2]]
}


Number 1: E_tot -1741.1833 Eh. Number 2: E_tot -1966.9423 Eh. Number 3: E_tot -1486.8028 Eh. Number 4: E_tot -1856.3024 Eh.